{
  "formula": "C43H44AsFeNOP2S2",
  "method": "ωB97M-V/def2-TZVPD",
  "species": ["Fe", "S", "P", "C", "P", "S", "C", "C", "C", "C", "C", "C", "C", "C", "C", "C", "C", "C", "C", "C", "C", "C", "C", "C", "C", "C", "C", "C", "C", "C", "H", "H", "H", "H", "H", "H", "H", "H", "H", "H", "H", "H", "H", "H", "H", "H", "H", "H", "H", "H", "N", "C", "O", "C", "C", "H", "H", "H", "H", "H", "H", "C", "C", "C", "C", "C", "C", "H", "H", "H", "H", "H", "C", "As", "C", "C", "C", "C", "C", "C", "C", "C", "H", "H", "H", "H", "H", "H", "H", "H", "H", "H", "H", "H", "H"],
  "coordinates": [[-0.81788, -0.48743, -0.70689], [-1.21376, 1.19231, 1.28612], [-0.07975, -0.32689, 2.05756], [0.65073, -1.38006, 1.00447], [1.93275, -0.86703, 0.04976], [1.50593, -0.52475, -1.89644], [2.85387, 0.62666, 0.64294], [2.34865, 1.89857, 0.36399], [2.97482, 3.04102, 0.84077], [4.12220, 2.93569, 1.62164], [4.62588, 1.67952, 1.92269], [3.99559, 0.53593, 1.43586], [3.26786, -2.14432, 0.09885], [3.22389, -3.13886, 1.06731], [4.22784, -4.10389, 1.14323], [5.28657, -4.07749, 0.24851], [5.33659, -3.08593, -0.72920], [4.33146, -2.13108, -0.80402], [-1.13555, -1.30538, 3.21175], [-0.99796, -2.68671, 3.26291], [-1.75826, -3.44025, 4.15456], [-2.66879, -2.81568, 4.99981], [-2.81393, -1.43297, 4.94747], [-2.05138, -0.68537, 4.05727], [1.06775, 0.40626, 3.32287], [1.88897, -0.49551, 4.00770], [2.81600, -0.06009, 4.94222], [2.94967, 1.30253, 5.20190], [2.14734, 2.20697, 4.52275], [1.20935, 1.76012, 3.58996], [1.44510, 1.98819, -0.22435], [2.56246, 4.01683, 0.60849], [4.61194, 3.82557, 2.00048], [5.50984, 1.58182, 2.54235], [4.39857, -0.43802, 1.68613], [2.37907, -3.14405, 1.74809], [4.17658, -4.87845, 1.89966], [6.06749, -4.82754, 0.30415], [6.15640, -3.06526, -1.43777], [4.35664, -1.37037, -1.57689], [-0.30202, -3.14959, 2.56893], [-1.64190, -4.51826, 4.18562], [-3.26622, -3.40188, 5.68946], [-3.52686, -0.93796, 5.59709], [-2.17451, 0.39110, 4.00587], [1.80050, -1.55538, 3.79014], [3.44173, -0.77888, 5.45924], [3.68222, 1.65247, 5.92058], [2.25445, 3.27064, 4.70688], [0.58812, 2.46755, 3.05108], [-3.84173, -3.50358, 0.29975], [-3.52623, -2.18851, 0.14526], [-2.47746, -1.74409, 0.56633], [-4.60547, -1.34834, -0.51075], [-4.28547, 0.09647, -0.55056], [-3.06048, -4.09318, 0.54209], [-4.52847, -3.90403, -0.31728], [-5.52328, -1.50536, 0.07429], [-4.78978, -1.75662, -1.50767], [-3.96301, 0.59345, 0.35718], [-4.79746, 0.71731, -1.27616], [-2.23580, -4.37020, -3.56567], [-1.33901, -4.48230, -2.50289], [-0.94499, -3.35394, -1.79089], [-1.41286, -2.05215, -2.07415], [-2.30821, -1.99090, -3.15829], [-2.71368, -3.11064, -3.89615], [-2.54429, -5.24492, -4.12717], [-0.94335, -5.45781, -2.23679], [-0.23737, -3.47808, -0.97211], [-2.73455, -1.03298, -3.44982], [-3.40404, -2.99854, -4.72738], [-2.64341, 1.58014, -3.90498], [-1.56285, 1.56248, -2.27274], [-2.42263, 3.09241, -1.42214], [0.02272, 2.40345, -3.10721], [-0.15772, 3.82177, -3.55301], [-0.49808, 4.14072, -4.86559], [-0.66315, 5.46321, -5.26595], [-0.47931, 6.49650, -4.35810], [-0.12441, 6.19387, -3.04760], [0.03318, 4.87271, -2.65418], [-2.69116, 2.60129, -4.28354], [-3.65006, 1.21927, -3.69818], [-2.18303, 0.92968, -4.64814], [-2.43113, 3.94357, -2.09595], [-1.90655, 3.34152, -0.49567], [-3.44821, 2.80875, -1.17928], [0.24720, 1.74401, -3.94585], [0.85514, 2.28767, -2.41491], [-0.63398, 3.33793, -5.58238], [-0.93018, 5.68462, -6.29190], [-0.59975, 7.52708, -4.66814], [0.02903, 6.98963, -2.32862], [0.30930, 4.64227, -1.63065]],
  "forces_ev_per_a": [[0.0164, -0.9396, -0.2004], [0.2671, -0.1229, -0.0626], [-0.0844, 0.1683, 0.8361], [-0.0988, 0.4438, -0.5830], [0.6324, -0.1574, -0.0530], [0.0822, 0.2240, 0.2522], [0.0331, 0.0612, 0.0925], [0.0413, -0.0169, -0.0366], [0.0604, -0.0828, 0.0296], [-0.0852, -0.0514, -0.0781], [-0.0877, -0.0924, -0.0791], [0.0098, 0.0430, 0.0578], [-0.0175, 0.0396, -0.0341], [0.0451, -0.0527, 0.0223], [-0.0984, 0.0938, -0.0075], [-0.0314, 0.1030, -0.0584], [-0.0901, 0.0004, 0.0629], [-0.0050, 0.0245, -0.0155], [-0.1185, 0.0951, -0.1003], [-0.0263, -0.0694, 0.0122], [0.0329, 0.0966, -0.0358], [0.0925, 0.0521, -0.1090], [0.0680, -0.0178, -0.0759], [0.0009, -0.0011, 0.0398], [0.1448, -0.1651, 0.0071], [-0.0081, -0.0244, 0.0446], [-0.0763, 0.1009, -0.0617], [-0.0892, -0.0729, -0.0789], [-0.0882, -0.0726, -0.0722], [-0.0233, 0.0718, 0.0303], [-0.0153, -0.0124, -0.0453], [0.0030, -0.0246, 0.0085], [-0.0158, -0.0134, -0.0141], [-0.0179, -0.0096, -0.0077], [0.0130, -0.0001, 0.0022], [0.0122, -0.0247, -0.0057], [-0.0066, 0.0153, 0.0010], [-0.0194, 0.0203, -0.0044], [-0.0177, 0.0093, 0.0063], [-0.0043, -0.0140, 0.0188], [-0.0461, -0.0097, 0.0467], [-0.0070, 0.0290, -0.0117], [0.0261, 0.0203, -0.0210], [0.0192, 0.0011, -0.0157], [-0.0041, -0.0144, -0.0093], [0.0050, 0.0226, 0.0037], [-0.0174, 0.0154, -0.0130], [-0.0247, -0.0042, -0.0157], [-0.0097, -0.0379, -0.0174], [0.0253, -0.0191, 0.0184], [-0.0387, -0.1870, -0.0471], [0.0295, 0.0296, 0.1675], [-0.2896, 0.1223, 0.0825], [0.1681, 0.0192, -0.0304], [-0.3686, 0.2853, 0.1438], [0.0177, -0.0178, -0.0498], [0.0177, -0.0127, 0.0106], [-0.0680, -0.0940, -0.0172], [0.0138, 0.0247, -0.0386], [0.2551, -0.1347, -0.0976], [0.1047, -0.0606, -0.1230], [0.0755, 0.1042, 0.0990], [-0.0466, 0.0857, -0.0396], [0.0443, 0.1167, 0.0068], [-0.3711, -0.1511, -0.0538], [0.0234, -0.0421, 0.1131], [0.0885, 0.0503, 0.1452], [0.0091, -0.0041, 0.0010], [0.0168, 0.0050, 0.0132], [-0.0322, -0.0178, -0.0142], [0.0187, -0.0015, 0.0243], [-0.0005, 0.0392, 0.0140], [-0.0501, -0.0259, 0.0014], [-0.1158, 0.0867, -0.0114], [-0.0511, -0.0443, 0.0852], [0.0420, 0.1770, -0.0429], [0.2306, -0.1080, 0.0369], [-0.1046, 0.0531, -0.0540], [0.0088, -0.0742, 0.0799], [0.0367, -0.0646, 0.0379], [-0.0260, -0.0805, -0.0268], [0.0012, 0.0856, 0.0111], [-0.0471, -0.0063, -0.0526], [-0.0082, -0.0021, 0.0244], [-0.0164, -0.0010, -0.0024], [-0.0335, 0.1411, -0.0312], [0.0014, 0.0092, -0.0268], [0.0634, -0.0144, 0.0071], [0.0223, -0.0049, -0.0637], [-0.0330, 0.0699, 0.0795], [0.0175, 0.0361, -0.0031], [0.0033, -0.0077, -0.0084], [-0.0091, -0.0126, 0.0014], [0.0045, -0.0085, -0.0113], [-0.0009, 0.0093, -0.0098]],
  "e_tot_ha": -6773.56613,
  "e_above_lowest_ev": 0.729,
  "charge": -1,
  "multiplicity": 6,
  "largest_force_ev_per_a": 0.96,
  "homo_lumo_gap_ev": [6.46, 6.86],
  "s2": 8.7699,
  "homo_ev": [-3.8712, -4.4269]
}


{
  "formula": "C2H4NP",
  "method": "ωB97M-V/def2-TZVPD",
  "species": ["C", "C", "N", "P", "H", "H", "H", "H"],
  "coordinates": [[1.39644, 0.19214, 0.77930], [0.93356, -0.42934, -0.23836], [0.11931, 0.68186, -0.05763], [-1.57527, 0.06369, 0.29375], [2.12983, 0.53749, 1.50888], [0.87894, -1.26341, -0.95085], [-1.70002, -0.78501, -0.82599], [-2.18278, 1.00258, -0.50909]],
  "forces_ev_per_a": [[-0.1358, -0.3865, 0.0810], [1.3740, -1.4499, -0.6576], [-1.6238, 0.7109, -0.1546], [0.8538, 0.2904, 0.7860], [-0.8116, -0.1163, -0.3568], [0.3742, 0.4744, 0.4583], [0.4219, -0.4662, -0.0291], [-0.4528, 0.9433, -0.1272]],
  "e_tot_ha": -474.53815,
  "e_above_lowest_ev": 3.688,
  "charge": 0,
  "multiplicity": 1,
  "largest_force_ev_per_a": 2.10,
  "homo_lumo_gap_ev": 9.00,
  "homo_ev": -7.8222
}


{
  "formula": "FHMgNO3RuS2",
  "method": "ωB97M-V/def2-TZVPD",
  "species": ["Mg", "N", "S", "S", "O", "O", "F", "Ru", "O", "H"],
  "coordinates": [[-3.40053, 0.69557, 0.78258], [-0.37279, 0.98861, -0.43011], [-1.80821, 1.97841, -0.78848], [-0.26590, 0.32361, 0.98088], [1.47047, -1.20259, 0.09537], [-1.61488, 0.04665, 1.59946], [0.24852, 1.55435, 2.01153], [1.14095, -0.16598, -1.54229], [2.43101, -1.64952, -1.29301], [2.17136, -2.56912, -1.41593]],
  "forces_ev_per_a": [[2.5411, 0.5494, -0.4513], [-0.7373, 0.1367, -0.9039], [-0.4407, -0.7317, 0.3882], [0.4483, 0.4734, 2.9156], [-1.8665, 0.5341, 3.6796], [-1.4101, 0.4890, -0.5731], [-0.7887, -0.7171, -1.0326], [-0.6254, 0.6726, 0.3160], [2.7695, -1.1328, -4.2682], [0.1097, -0.2737, -0.0703]],
  "e_tot_ha": -1471.75601,
  "charge": 1,
  "multiplicity": 7,
  "largest_force_ev_per_a": 5.21,
  "homo_lumo_gap_ev": [5.90, 5.98],
  "s2": 12.0243,
  "homo_ev": [-12.2151, -12.3712]
}


{
  "formula": "C10H11NO3S",
  "method": "ωB97M-V/def2-TZVPD",
  "species": ["C", "C", "C", "C", "C", "C", "C", "C", "C", "C", "N", "O", "O", "O", "S", "H", "H", "H", "H", "H", "H", "H", "H", "H", "H", "H"],
  "coordinates": [[-3.07586, -1.40082, -0.50007], [-2.38898, -1.02326, -1.62441], [-2.39490, -1.47102, 0.74187], [-1.03015, -0.92919, -1.62460], [-1.02308, -1.35963, 0.79335], [-0.35356, -1.04476, -0.40812], [0.54254, 2.85657, -0.90627], [0.54398, 1.57676, -0.51552], [2.75065, -0.38402, 1.60252], [1.12586, -0.97836, -0.37389], [1.85717, -2.24476, -0.83779], [1.08348, -3.13185, -1.01409], [3.03809, -2.09097, -0.96793], [1.67803, -1.22604, 1.28247], [1.81852, 0.45278, -1.14653], [-4.10104, -1.67075, -0.61061], [-2.87286, -1.08108, -2.57713], [-2.96540, -1.70402, 1.59996], [-0.53387, -0.48970, -2.43128], [-0.44343, -1.59420, 1.79287], [-0.13814, 3.47254, -0.36914], [1.26812, 3.47467, -1.36871], [-0.15563, 1.07531, 0.12380], [2.27782, 0.59667, 1.86610], [3.41124, -0.22550, 0.69628], [3.10164, -0.72971, 2.54926]],
  "forces_ev_per_a": [[0.8929, 0.2757, 1.2816], [-0.4897, -1.4132, -0.7030], [-0.6926, -0.2435, -1.6385], [0.4734, 1.1120, 2.2742], [1.0761, -0.3798, 1.1976], [0.0783, -1.3200, 1.0581], [-0.5996, -0.7763, 2.0619], [1.7852, 0.6547, -1.7695], [-1.4897, 1.9216, -1.1696], [1.9376, -0.1422, 3.0219], [-2.0903, 3.3447, 0.3052], [0.9073, -2.2820, -0.4970], [0.8444, -1.3974, -0.4758], [-1.5179, -0.0564, -3.2732], [-0.7218, 0.2340, 0.5092], [-0.6716, 0.0913, 0.3239], [-0.4451, 0.4659, -0.3981], [-0.3709, -0.2783, 0.8919], [0.8773, 0.0002, -1.4464], [-1.2089, 0.8163, -2.4220], [-0.9688, 0.3983, 0.1461], [0.8718, -0.3648, -1.0215], [-0.3321, 0.4626, 0.2081], [0.7263, -0.0984, -0.3422], [0.0073, -0.4106, 1.6474], [1.1211, -0.6145, 0.2295]],
  "e_tot_ha": -1066.08793,
  "e_above_lowest_ev": 7.510,
  "charge": 0,
  "multiplicity": 1,
  "largest_force_ev_per_a": 3.96,
  "homo_lumo_gap_ev": 9.37,
  "homo_ev": -9.2139
}


{
  "formula": "C7H7N",
  "method": "ωB97M-V/def2-TZVPD",
  "species": ["C", "C", "C", "C", "C", "C", "C", "N", "H", "H", "H", "H", "H", "H", "H"],
  "coordinates": [[-0.53082, 0.33076, 0.65124], [-1.39331, 0.58668, -0.18771], [0.23486, 0.38070, 1.74163], [1.27020, -1.30793, 1.25277], [1.73539, -1.28046, -0.04701], [1.36369, -0.35569, 2.31072], [-2.41611, 1.10453, -1.04685], [1.51499, -0.53408, -1.09496], [2.34692, -2.30596, -0.02833], [2.13029, 0.41748, 2.31676], [1.24417, -0.72219, 3.37672], [-1.99288, 1.18171, -2.02629], [-3.21286, 0.45610, -0.85226], [-2.70005, 2.16420, -0.67753], [1.83812, -0.79960, -2.05414]],
  "forces_ev_per_a": [[-0.1861, 0.4798, 0.8186], [0.8158, -0.0225, 0.3418], [-0.7205, -0.5350, -0.3198], [-1.6107, 0.1445, 0.0283], [1.6933, -1.3167, -2.2603], [0.9185, -0.3244, 1.5062], [1.1553, 2.8354, 1.6901], [-0.1267, -0.4320, 0.4376], [-0.5686, 1.6913, -0.5267], [0.6789, 0.1097, 0.0619], [-0.2419, 0.6373, -1.2002], [-0.4421, -0.3385, -0.9585], [-1.6833, -0.9865, -0.6414], [0.2132, -1.5608, -0.6950], [0.1048, -0.3816, 1.7174]],
  "e_tot_ha": -325.34010,
  "e_above_lowest_ev": 8.669,
  "charge": 0,
  "multiplicity": 1,
  "largest_force_ev_per_a": 3.50,
  "homo_lumo_gap_ev": 6.53,
  "homo_ev": -7.7605
}


{
  "formula": "C9H9NS",
  "method": "ωB97M-V/def2-TZVPD",
  "species": ["C", "C", "C", "C", "C", "C", "C", "C", "C", "N", "S", "H", "H", "H", "H", "H", "H", "H", "H", "H"],
  "coordinates": [[3.16036, 0.88626, 0.52534], [-3.04045, -0.19365, 0.82571], [-1.84937, -0.85416, 0.55890], [-3.03387, 1.11979, 0.43107], [-0.88831, -0.03952, -0.06304], [1.29339, 0.67958, -1.12964], [2.10671, 1.48154, -0.09991], [0.37028, -0.38027, -0.50393], [0.97997, -1.70466, -0.21659], [4.07758, 0.36521, 1.01366], [-1.55686, 1.57640, -0.30339], [-3.88388, -0.65723, 1.30396], [-1.67465, -1.89049, 0.78280], [-3.81696, 1.84357, 0.53414], [0.69349, 1.38168, -1.71221], [1.98475, 0.16613, -1.80091], [1.65670, 2.36421, 0.32770], [0.56704, -2.16069, 0.68069], [2.05778, -1.60225, -0.09843], [0.79630, -2.38145, -1.05591]],
  "forces_ev_per_a": [[1.0652, -0.3539, 0.5204], [-0.3064, 0.3872, 0.0386], [0.4247, -0.0105, -0.1641], [0.0256, -0.0719, -0.0095], [-0.3732, 0.2762, -0.1446], [-0.0379, 0.0291, 0.1125], [-1.9539, -0.6315, -0.7781], [1.1684, 1.0974, 0.2882], [-0.0927, -0.1046, -0.1171], [-0.0225, -0.0075, -0.0050], [0.0890, -0.3775, 0.1225], [-0.1889, -0.0611, 0.0757], [0.0579, -0.1613, 0.0544], [-0.2094, 0.1181, 0.0441], [0.1137, -0.0297, -0.0901], [-0.0252, 0.0904, -0.0756], [0.1091, 0.1107, 0.0532], [0.0412, -0.0604, 0.0383], [0.0332, -0.1023, 0.0499], [0.0823, -0.1371, -0.0137]],
  "e_tot_ha": -801.18721,
  "e_above_lowest_ev": 2.545,
  "charge": 0,
  "multiplicity": 1,
  "largest_force_ev_per_a": 2.20,
  "homo_lumo_gap_ev": [5.78, 8.38],
  "homo_ev": [-7.0106, -8.9953]
}


{
  "formula": "C10H11N2O",
  "method": "ωB97M-V/def2-TZVPD",
  "species": ["C", "C", "C", "C", "C", "C", "C", "C", "C", "C", "N", "N", "O", "H", "H", "H", "H", "H", "H", "H", "H", "H", "H", "H"],
  "coordinates": [[-3.30657, -0.39498, -0.21288], [-2.81304, -1.57658, 0.32366], [-2.40945, 0.58829, -0.60675], [-1.45955, -1.75732, 0.48625], [-0.08960, 1.46773, -0.97213], [-1.04687, 0.42455, -0.46702], [-0.53070, -0.76041, 0.11990], [1.73770, 0.01821, 0.13268], [2.83384, 0.06301, 1.19412], [1.21680, 1.43260, -0.17249], [0.76153, -0.98834, 0.42043], [1.96601, -0.88128, -0.99309], [2.93509, -1.68188, -0.91061], [-4.37220, -0.24295, -0.32785], [-3.50148, -2.35982, 0.62130], [-2.78532, 1.50998, -1.04069], [-1.06840, -2.66853, 0.91609], [-0.53608, 2.46616, -0.92005], [2.41045, 0.29015, 2.17139], [3.58499, 0.81013, 0.93583], [3.30167, -0.92025, 1.22224], [0.13286, 1.25265, -2.02565], [1.99670, 1.99966, -0.69283], [1.04164, 1.90924, 0.79813]],
  "forces_ev_per_a": [[-0.3225, 0.1476, -0.0917], [-0.0959, -0.0978, 0.0072], [-0.1855, -0.0731, 0.0303], [-0.0900, -0.0427, -0.0515], [0.4039, -0.3622, -0.0528], [0.1272, 0.0053, -0.0890], [-0.3765, 0.2695, 0.0316], [-0.0649, -0.0143, 0.8144], [-0.1224, -0.2783, -0.4009], [0.0501, -0.2602, -0.3358], [0.0680, -0.2602, 1.2632], [1.2738, -0.1165, -1.4671], [-0.8181, 0.8194, 0.0995], [-0.0431, 0.0047, -0.0141], [-0.0070, -0.0310, 0.0242], [0.0013, 0.0536, -0.0265], [0.0800, -0.0430, 0.0467], [-0.0079, -0.0552, -0.0438], [-0.1006, 0.0666, -0.0071], [0.1203, 0.0779, 0.0205], [0.0376, 0.0704, 0.0599], [-0.0181, 0.1109, 0.1027], [0.0061, 0.0210, 0.1023], [0.0843, -0.0124, -0.0223]],
  "e_tot_ha": -572.35649,
  "e_above_lowest_ev": 0.402,
  "charge": -1,
  "multiplicity": 1,
  "largest_force_ev_per_a": 1.95,
  "homo_lumo_gap_ev": 6.52,
  "homo_ev": -2.7935
}